{"formula": "C66H149N7O12", "method": "ωB97M-V/def2-TZVPD", "charge": 0, "smiles": "CC1(C)CCCC(C)(C)N1O.CC1(C)CCCC(C)(C)N1O.CC1(C)CCCC(C)(C)N1O.CC1(C)CCCC(C)(C)N1O.CC1(C)CCCC(C)(C)N1O.CC1(C)CCCC(C)(C)N1O.CC1(C)CCCC(C)(C)N1O.CO.CO.CO.O.O", "homo_ev": -8.13, "energy_ha": -3889.8364, "de_lowest_kcal_mol": 0.0, "elements": ["C", "C", "C", "C", "C", "C", "C", "C", "C", "N", "O", "H", "H", "H", "H", "H", "H", "H", "H", "H", "H", "H", "H", "H", "H", "H", "H", "H", "H", "H", "C", "C", "C", "C", "C", "C", "C", "C", "C", "N", "O", "H", "H", "H", "H", "H", "H", "H", "H", "H", "H", "H", "H", "H", "H", "H", "H", "H", "H", "H", "C", "C", "C", "C", "C", "C", "C", "C", "C", "N", "O", "H", "H", "H", "H", "H", "H", "H", "H", "H", "H", "H", "H", "H", "H", "H", "H", "H", "H", "H", "C", "C", "C", "C", "C", "C", "C", "C", "C", "N", "O", "H", "H", "H", "H", "H", "H", "H", "H", "H", "H", "H", "H", "H", "H", "H", "H", "H", "H", "H", "C", "C", "C", "C", "C", "C", "C", "C", "C", "N", "O", "H", "H", "H", "H", "H", "H", "H", "H", "H", "H", "H", "H", "H", "H", "H", "H", "H", "H", "H", "C", "C", "C", "C", "C", "C", "C", "C", "C", "N", "O", "H", "H", "H", "H", "H", "H", "H", "H", "H", "H", "H", "H", "H", "H", "H", "H", "H", "H", "H", "C", "C", "C", "C", "C", "C", "C", "C", "C", "N", "O", "H", "H", "H", "H", "H", "H", "H", "H", "H", "H", "H", "H", "H", "H", "H", "H", "H", "H", "H", "C", "O", "H", "H", "H", "H", "C", "O", "H", "H", "H", "H", "C", "O", "H", "H", "H", "H", "O", "H", "H", "O", "H", "H"], "positions_angstrom": [[0.80608, 6.37166, -2.09734], [1.94988, 5.46798, -1.62534], [3.08143, 6.49960, -1.22533], [1.53626, 4.58271, -0.44306], [2.53577, 3.53779, -0.09915], [2.93296, 2.68301, -1.24611], [3.34548, 3.62007, -2.42283], [4.78451, 4.10866, -2.00673], [3.50310, 2.78293, -3.66841], [2.28596, 4.57457, -2.71854], [2.54438, 5.31068, -3.90705], [0.00676, 5.82663, -2.55776], [0.33291, 6.87415, -1.27180], [1.05548, 7.26388, -2.68286], [3.67098, 6.26542, -0.35164], [3.62534, 6.86324, -2.10623], [2.55673, 7.35307, -0.86931], [1.41666, 5.19787, 0.41416], [0.55857, 4.02055, -0.60012], [3.49694, 3.98487, 0.22027], [2.22393, 2.96908, 0.73168], [2.06329, 1.99892, -1.57715], [3.75463, 2.00633, -0.92409], [4.93119, 4.47550, -0.95654], [5.15360, 4.99625, -2.53746], [5.46027, 3.25413, -2.13246], [2.57659, 2.44773, -4.13992], [4.09352, 1.86988, -3.44675], [4.06281, 3.35867, -4.47542], [1.89324, 4.96394, -4.51287], [1.31464, -0.69624, 4.63925], [0.99819, -1.03526, 6.10607], [1.47139, -2.48418, 6.45998], [1.71703, -0.14442, 7.05539], [1.07614, 1.24126, 7.25965], [-0.41478, 1.07187, 7.62142], [-1.17331, 0.15624, 6.60511], [-2.55436, -0.35174, 7.16854], [-1.48506, 0.96045, 5.33417], [-0.43303, -1.10587, 6.50940], [-1.24957, -1.94516, 5.60884], [2.32326, -1.06049, 4.45232], [0.73874, -1.38916, 3.98610], [1.17868, 0.33691, 4.40697], [2.51734, -2.64570, 6.15623], [1.27216, -2.79530, 7.49577], [1.01367, -3.21650, 5.83218], [1.81700, -0.57016, 8.06894], [2.72706, 0.00768, 6.66362], [1.62458, 1.64943, 8.11631], [1.10393, 1.95895, 6.42231], [-0.89939, 2.07607, 7.55272], [-0.48830, 0.62961, 8.63336], [-3.22475, 0.48693, 7.45452], [-2.46026, -0.85908, 8.07461], [-3.12722, -0.88500, 6.39756], [-2.20647, 1.74626, 5.51876], [-1.93555, 0.39002, 4.50968], [-0.68463, 1.49094, 4.85567], [-1.69137, -2.55090, 6.18294], [-2.29938, 3.31757, -0.20873], [-3.65654, 2.82312, 0.09569], [-3.63492, 2.20450, 1.44783], [-4.55015, 4.11341, 0.18894], [-6.00760, 3.75645, 0.32877], [-6.45213, 2.97767, -0.86586], [-5.67603, 1.60289, -0.99860], [-6.11361, 0.59813, 0.11229], [-6.02135, 0.95380, -2.37693], [-4.22533, 2.02943, -0.98025], [-3.35167, 0.94325, -1.35157], [-2.04075, 4.14919, 0.40485], [-1.58280, 2.52290, -0.01541], [-2.13257, 3.60298, -1.27834], [-4.63198, 2.33485, 1.88364], [-3.41026, 1.15317, 1.45989], [-2.99407, 2.70965, 2.12656], [-4.15030, 4.63751, 1.05548], [-4.34483, 4.81368, -0.66638], [-6.21661, 3.14873, 1.22080], [-6.63192, 4.60753, 0.32730], [-6.29130, 3.50201, -1.79655], [-7.49817, 2.69346, -0.69418], [-6.27364, 0.92810, 1.17054], [-5.37364, -0.26412, 0.09953], [-7.13070, 0.16981, -0.13873], [-7.06143, 0.61015, -2.24534], [-5.32807, 0.06536, -2.62671], [-5.93779, 1.70432, -3.18293], [-2.88076, 0.54047, -0.57183], [3.54120, -1.26143, 0.01207], [3.71411, -1.75078, -1.50284], [2.84372, -0.75189, -2.32602], [5.17335, -1.66853, -1.96773], [5.98373, -2.79272, -1.44678], [5.46282, -4.14368, -1.72678], [3.98850, -4.36989, -1.31826], [3.37529, -5.51227, -2.12526], [3.87393, -4.64026, 0.15836], [3.21290, -3.10813, -1.78603], [1.84992, -3.16844, -1.28793], [4.05570, -1.80757, 0.72906], [3.99736, -0.23980, -0.00207], [2.50299, -1.16780, 0.35077], [1.79954, -0.60226, -1.97267], [3.28786, 0.23326, -2.41507], [2.78388, -1.25701, -3.27891], [5.18970, -1.46485, -3.04507], [5.53021, -0.68955, -1.52301], [6.95717, -2.82669, -1.84941], [6.17650, -2.73529, -0.36786], [6.10395, -4.90205, -1.24739], [5.55768, -4.48594, -2.77766], [3.36364, -5.47991, -3.15459], [2.31020, -5.46297, -1.90148], [3.74849, -6.45451, -1.79173], [4.43929, -3.94798, 0.77663], [4.24863, -5.63830, 0.43345], [2.79221, -4.63228, 0.53166], [1.80403, -3.32345, -0.35604], [8.45496, 3.31708, 2.70766], [6.99446, 3.44963, 2.09480], [6.97030, 4.83435, 1.45790], [6.96170, 2.40415, 0.97548], [6.59541, 1.05944, 1.45132], [5.38102, 0.86355, 2.38339], [5.44203, 1.85954, 3.57207], [4.06112, 2.03272, 4.20447], [6.43462, 1.30912, 4.61203], [5.79735, 3.21278, 3.03227], [6.04466, 3.95136, 4.19740], [8.66268, 2.25883, 2.99810], [9.24498, 3.69606, 2.06575], [8.48690, 3.86069, 3.65775], [7.33467, 5.70395, 2.09512], [7.69976, 4.83915, 0.58177], [6.00830, 5.20202, 1.08050], [6.23506, 2.69560, 0.11934], [7.91725, 2.33202, 0.46585], [6.45895, 0.35992, 0.66221], [7.40735, 0.63640, 2.05058], [5.39485, -0.16214, 2.77878], [4.49052, 1.04522, 1.76667], [3.61098, 1.03995, 4.34288], [3.40720, 2.74228, 3.63470], [4.21431, 2.48567, 5.15542], [6.21150, 0.32226, 4.97060], [6.57176, 2.00480, 5.43069], [7.42088, 1.26702, 4.11972], [5.48319, 4.75316, 4.17367], [-3.24010, -1.13413, -6.04993], [-1.93469, -0.68045, -5.38445], [-1.81122, -1.47148, -4.04690], [-0.74745, -0.97370, -6.35485], [0.56738, -0.33769, -5.89224], [0.35222, 1.10059, -5.56801], [-0.88609, 1.49051, -4.78383], [-0.60210, 1.40114, -3.20164], [-1.06799, 2.97561, -5.06223], [-2.07426, 0.80338, -5.29004], [-3.25134, 1.14033, -4.47305], [-4.06330, -1.14113, -5.32930], [-3.45051, -0.50512, -6.90965], [-3.23216, -2.18654, -6.35702], [-2.43642, -0.90333, -3.31284], [-2.08768, -2.52195, -4.17223], [-0.89607, -1.41864, -3.42308], [-0.68403, -2.06941, -6.43103], [-1.09709, -0.57579, -7.34333], [0.93220, -0.95019, -5.06933], [1.25238, -0.49059, -6.69425], [0.14756, 1.63160, -6.54042], [1.26234, 1.64468, -5.15438], [-1.43091, 1.86439, -2.59627], [0.36095, 1.89394, -3.00378], [-0.49689, 0.41339, -2.76307], [-0.15136, 3.50359, -5.09586], [-1.77553, 3.46640, -4.33834], [-1.46034, 2.90455, -6.03374], [-3.04212, 0.87164, -3.51662], [-4.45695, -2.71519, -1.83564], [-5.68971, -3.60747, -1.43633], [-5.93215, -3.55168, 0.06221], [-6.95356, -3.08235, -2.06073], [-6.99884, -3.41506, -3.55655], [-6.75588, -4.90770, -3.75793], [-5.40593, -5.40975, -3.22000], [-5.34709, -6.89596, -3.22242], [-4.30675, -4.89184, -4.16453], [-5.40328, -5.07152, -1.79429], [-4.14205, -5.41743, -1.26226], [-4.43595, -2.41770, -2.90014], [-4.44760, -1.70562, -1.40191], [-3.41886, -3.07030, -1.68611], [-6.24556, -2.56825, 0.34985], [-6.68319, -4.28206, 0.38526], [-4.96381, -3.73111, 0.60251], [-7.89869, -3.49169, -1.57339], [-6.90107, -2.01778, -1.95840], [-7.96142, -3.09195, -4.01458], [-6.17661, -2.93189, -4.12071], [-6.76844, -5.17961, -4.80900], [-7.53277, -5.37433, -3.18898], [-4.35951, -7.24156, -3.12570], [-5.72958, -7.24304, -4.20062], [-5.88337, -7.31706, -2.37028], [-4.48003, -3.94990, -4.72556], [-4.06387, -5.68201, -4.89476], [-3.35423, -4.69192, -3.66692], [-4.21171, -6.36362, -1.09407], [-1.22606, -4.73569, 1.62647], [-0.25525, -3.70744, 1.95619], [-1.87169, -4.86798, 2.48062], [-1.81195, -4.33660, 0.75925], [-0.65853, -5.65911, 1.43103], [-0.64396, -3.06102, 2.58898], [-5.31510, -1.33301, 3.39751], [-4.73546, -2.48538, 2.78984], [-4.92537, -1.24134, 4.44297], [-5.06783, -0.33572, 2.95690], [-6.41445, -1.38367, 3.37040], [-5.14043, -2.59909, 1.93741], [-0.64842, -0.60683, 0.15482], [-1.88478, -0.33671, 0.75656], [0.08238, 0.17864, 0.41130], [-0.21537, -1.52787, 0.50826], [-0.70731, -0.68775, -0.96357], [-1.89184, -0.64969, 1.68476], [-2.00979, -1.83558, 2.94136], [-2.93235, -2.21545, 2.89520], [-1.86012, -1.75867, 3.89979], [2.16398, -4.20140, 3.62041], [2.22449, -5.14337, 3.69329], [1.42624, -4.16843, 2.99774]]}